A single C5H8S molecule, computed with ωB97M-V/def2-TZVPD.

The geometry in XYZ format:
```
14
Properties=species:S:1:pos:R:3:forces:R:3:mulliken_charge:R:1
C -2.111386 -1.017209 0.369180 0.576 0.788 -1.711 -0.67
C -1.341271 -0.323131 -0.498636 -1.520 -0.782 2.290 -0.18
C -0.346218 0.713789 -0.107218 -1.539 -0.002 1.521 -0.85
C 1.020249 0.372263 -0.521103 1.785 -1.603 1.602 0.03
C 2.130092 0.297119 0.469557 0.711 -0.577 -2.127 -0.81
S 1.686703 -1.406790 -0.176141 -0.394 1.911 0.381 -0.16
H -1.958271 -0.705397 1.384105 -0.423 -0.614 0.703 0.24
H -2.866342 -1.767880 0.015733 0.890 0.877 0.689 0.25
H -1.502724 -0.483764 -1.507075 0.038 -0.363 -2.143 0.39
H -0.472884 0.939765 0.979025 0.551 -0.637 -0.464 0.33
H -0.655059 1.658097 -0.512293 0.042 0.642 -0.793 0.35
H 1.317127 0.611483 -1.502371 0.201 0.445 -1.019 0.48
H 1.983458 0.495983 1.497060 -0.525 0.022 0.876 0.31
H 3.116524 0.615675 0.110177 -0.391 -0.109 0.193 0.29
```
Forces are in eV/Å.

Values from the calculation:
**F_max**: 0.0561 Eh/bohr
**Total energy**: -593.43484 Eh
**Lowest unoccupied orbital energy**: 1.1 eV
**SMILES**: C=CC[C@H]1CS1
**Orbital gap**: 9.739 eV
**Energy above the lowest of the compared OMol25 structures with the same formula, charge and spin**: 33.5 kcal per mole
**HOMO energy**: -8.6739 eV